[1]
Formula: C4H7NO
Source: OMol25
Level of theory: ωB97M-V/def2-TZVPD

Geometry as XYZ:
```
13
C4H7NO, DFT ωB97M-V/def2-TZVPD
O 1.465 0.216 -2.597
N -0.001 1.305 -0.097
C -0.087 -0.635 1.594
C 1.085 -0.273 -1.555
C -0.245 0.155 -0.976
C -0.692 0.154 0.454
H -1.036 0.258 -1.723
H 0.998 -0.726 1.497
H 1.741 -0.962 -0.987
H -0.613 2.078 -0.338
H -0.525 -1.639 1.595
H -1.774 0.258 0.560
H -0.315 -0.189 2.573
```

- E_LUMO: 0.92 eV
- Max |F|: 0.897 eV/Å
- Total charge: 0
- Gap between HOMO and LUMO: 0.3893 Ha
- SMILES: C[C@H]1N[C@H]1C=O
- ΔE to the lowest compared entry with this formula, charge and spin: 51.44 kcal/mol
- Highest occupied orbital energy: -9.670 eV

---

[2]
Formula: C35H40AsN2O6PPdTe
Source: OMol25
Level of theory: ωB97M-V/def2-TZVPD

Geometry as XYZ:
```
87
C35H40AsN2O6PPdTe, DFT ωB97M-V/def2-TZVPD
Te -0.260 2.099 -1.750
Pd -0.049 -0.807 -1.101
As -0.789 -1.157 1.743
P 2.260 -0.285 -1.228
O 2.245 0.215 -2.739
O -2.878 2.125 -1.058
O -1.483 -1.903 -2.347
O -0.137 0.141 0.900
O 2.472 1.079 -0.427
O 3.662 -0.975 -0.951
N -2.255 0.031 -1.628
N -4.470 0.717 -1.902
C 0.388 0.181 5.535
C 0.652 -4.328 -0.640
C -2.712 -1.236 1.558
C 4.396 1.709 0.923
C -0.200 6.873 -0.829
C -2.490 -1.133 -2.252
C -3.359 -0.064 1.943
C 3.393 0.888 -3.353
C -4.741 -0.005 1.928
C -0.578 4.999 -2.281
C -3.178 1.005 -1.488
C -0.033 -0.861 6.349
C 5.515 -2.218 -1.867
C 1.884 -4.578 -0.058
C 2.988 1.157 0.927
C -0.214 4.146 -1.237
C 0.154 4.643 0.006
C -0.666 -1.972 5.805
C 2.277 -3.882 1.082
C -3.440 -2.350 1.160
C -3.807 -1.420 -2.713
C 4.070 -2.287 -1.428
C 0.185 0.118 4.164
C 3.775 0.166 -4.622
C -4.826 -2.281 1.139
C -0.445 -0.996 3.627
C -5.478 1.762 -1.750
C 1.453 -2.912 1.628
C -4.745 -0.468 -2.503
C 0.158 6.014 0.202
C -0.878 -2.042 4.438
C 0.204 -2.676 1.059
C -5.473 -1.115 1.523
C -0.207 -3.386 -0.076
C -0.569 6.367 -2.068
H 4.426 2.675 0.419
H 4.144 -0.835 -4.406
H -6.468 1.329 -1.868
H -2.776 0.792 2.268
H -4.021 -2.359 -3.200
H 5.849 -3.213 -2.159
H 0.329 -4.881 -1.512
H 4.729 1.844 1.952
H 2.311 1.820 1.466
H 2.912 0.080 -5.282
H -2.951 -3.286 0.919
H 3.225 -4.106 1.555
H 5.082 1.026 0.423
H 4.557 0.725 -5.136
H 2.534 -5.330 -0.486
H -5.401 -3.145 0.836
H -1.381 -2.898 4.002
H 6.142 -1.866 -1.049
H 0.872 1.047 5.965
H 4.214 0.925 -2.637
H 1.755 -2.369 2.516
H 3.959 -2.980 -0.598
H -5.331 2.545 -2.493
H -5.383 2.214 -0.767
H 0.507 0.923 3.514
H 3.417 -2.604 -2.245
H -1.000 -2.781 6.440
H 0.442 6.415 1.166
H -5.772 -0.615 -2.811
H -6.556 -1.080 1.528
H 0.128 -0.810 7.418
H -1.202 -3.272 -0.479
H 3.070 1.909 -3.556
H -5.247 0.895 2.252
H -0.869 4.595 -3.244
H -0.195 7.942 -0.667
H 5.644 -1.547 -2.714
H -0.847 7.033 -2.874
H 2.955 0.170 1.391
H 0.428 3.972 0.810
```

- E_LUMO (alpha / beta): -4.61 / -8.17 eV
- Max |F|: 1.552 eV/Å
- Total charge: +2
- Gap between HOMO and LUMO (alpha / beta): 0.3169 / 0.2117 Ha
- ΔE to the lowest compared entry with this formula, charge and spin: 12.45 kcal/mol
- Highest occupied orbital energy (alpha / beta): -13.233 / -13.927 eV
- Multiplicity: 5

---

[3]
Formula: C2H5NO2S
Source: OMol25
Level of theory: ωB97M-V/def2-TZVPD

Geometry as XYZ:
```
11
C2H5NO2S, DFT ωB97M-V/def2-TZVPD
S 2.135 0.313 0.147
O 3.334 -0.481 0.361
O 0.068 -1.509 -0.227
N 2.339 1.716 -0.317
C -1.858 0.079 0.047
C -1.141 -1.260 -0.146
H -1.993 -1.955 0.061
H -1.379 1.078 -0.239
H -1.959 -0.144 1.239
H -2.845 0.072 -0.388
H 3.299 2.092 -0.538
```

- E_LUMO: 0.04 eV
- Max |F|: 3.566 eV/Å
- Total charge: 0
- Gap between HOMO and LUMO: 0.3717 Ha
- ΔE to the lowest compared entry with this formula, charge and spin: 57.02 kcal/mol
- Highest occupied orbital energy: -10.077 eV